Molecular formula: C53H55AuClIN2O6
Method: DFT, ωB97M-V with the def2-TZVPD basis set

The geometry in XYZ format:
```
119
Properties=species:S:1:pos:R:3:forces:R:3
Au 0.154 -0.959 -0.736 -0.101 -0.369 0.038
C -2.817 2.636 -1.771 0.127 -0.114 0.014
C -2.241 2.420 -0.371 -0.174 0.082 -0.046
C -2.171 3.743 0.402 0.130 -0.127 -0.051
C -3.024 1.411 0.439 0.220 -0.024 0.121
C -4.404 1.506 0.542 -0.090 -0.029 0.045
C -5.127 0.654 1.362 -0.027 -0.077 -0.060
C -4.452 -0.317 2.085 -0.104 0.034 -0.003
C -3.072 -0.443 2.017 0.261 0.044 -0.004
C -2.369 -1.507 2.836 -0.160 -0.093 0.062
C -2.655 -2.899 2.265 0.089 0.076 0.004
C -2.760 -1.416 4.317 0.100 0.028 -0.125
C -2.336 0.428 1.185 -0.565 0.065 0.137
N -0.968 0.269 1.044 0.339 -0.130 -0.348
C -0.085 0.674 1.924 0.038 0.137 -0.047
C 1.335 0.400 1.821 -0.052 -0.089 0.002
N 1.866 -0.341 0.886 -0.239 0.171 -0.148
C 3.235 -0.553 0.788 0.463 -0.105 0.122
C 4.098 0.406 0.216 -0.189 -0.103 -0.039
C 5.464 0.150 0.190 0.038 -0.017 0.039
C 5.991 -1.031 0.688 0.033 0.021 -0.005
C 5.128 -2.008 1.160 0.040 0.012 0.022
C 3.756 -1.800 1.196 -0.190 0.035 -0.013
C 2.815 -2.896 1.661 0.190 -0.045 0.064
C 3.146 -4.246 1.017 -0.130 0.139 0.034
C 2.818 -2.989 3.189 -0.131 0.077 -0.089
C 3.560 1.664 -0.433 0.114 0.109 0.063
C 4.042 2.928 0.286 -0.096 -0.072 -0.018
C 3.939 1.689 -1.916 -0.156 -0.036 0.043
C 1.991 1.037 2.978 0.309 0.140 0.315
C 3.282 1.103 3.453 -0.249 -0.175 -0.283
C 3.530 1.806 4.653 -0.059 0.183 0.308
C 2.536 2.427 5.372 0.193 -0.024 0.031
C 1.194 2.369 4.918 -0.064 -0.195 -0.282
C 0.045 2.919 5.545 -0.191 0.002 -0.008
C -1.191 2.745 4.968 0.162 0.196 0.356
C -1.388 2.030 3.766 0.080 -0.231 -0.374
C -0.295 1.474 3.136 -0.109 0.224 0.342
C 0.976 1.671 3.734 0.042 0.083 0.173
H -2.160 3.297 -2.341 -0.022 0.032 -0.026
H -3.815 3.083 -1.744 -0.004 0.015 -0.003
H -2.879 1.687 -2.308 -0.024 0.008 -0.012
H -1.232 2.034 -0.492 0.060 -0.003 0.002
H -3.172 4.165 0.536 -0.007 0.026 -0.001
H -1.551 4.470 -0.129 -0.015 0.026 -0.013
H -1.735 3.578 1.389 0.006 0.064 0.024
H -4.930 2.270 -0.021 0.032 0.013 -0.022
H -6.207 0.732 1.424 0.017 0.016 0.010
H -5.018 -0.989 2.722 0.026 -0.028 0.015
H -1.294 -1.341 2.766 -0.047 0.016 -0.017
H -3.731 -3.061 2.152 -0.026 0.004 0.030
H -2.259 -3.673 2.927 0.049 -0.041 -0.044
H -2.180 -2.999 1.289 -0.005 -0.074 -0.046
H -3.785 -1.756 4.481 -0.030 -0.002 0.016
H -2.678 -0.385 4.665 0.005 -0.021 0.085
H -2.094 -2.038 4.918 -0.033 -0.031 0.031
H 6.130 0.893 -0.237 0.001 0.006 -0.002
H 7.061 -1.200 0.676 -0.003 -0.016 -0.016
H 5.530 -2.954 1.504 -0.021 -0.034 -0.014
H 1.812 -2.626 1.333 0.000 0.000 0.002
H 4.024 -4.722 1.466 0.047 0.042 0.010
H 3.331 -4.099 -0.047 0.010 -0.137 -0.051
H 2.294 -4.919 1.116 0.003 -0.014 -0.005
H 3.814 -3.252 3.559 0.010 -0.001 0.020
H 2.109 -3.747 3.527 -0.002 -0.024 0.022
H 2.532 -2.030 3.627 0.010 -0.005 0.061
H 2.473 1.639 -0.380 -0.018 -0.061 0.017
H 5.130 3.022 0.244 0.016 0.002 -0.008
H 3.742 2.902 1.335 0.022 0.059 0.027
H 3.603 3.817 -0.174 0.017 0.013 -0.012
H 5.020 1.765 -2.063 0.023 0.013 0.036
H 3.463 2.534 -2.416 0.008 0.036 -0.034
H 3.595 0.775 -2.403 -0.008 0.013 -0.070
H 4.102 0.625 2.933 0.017 0.010 0.000
H 4.549 1.851 5.022 -0.002 0.004 -0.014
H 2.773 2.951 6.292 0.005 0.009 -0.007
H 0.145 3.459 6.480 -0.010 0.026 -0.010
H -2.059 3.168 5.462 -0.008 -0.001 -0.019
H -2.387 1.924 3.361 0.011 -0.001 0.025
I 3.460 -2.848 -4.144 -0.033 -0.029 0.314
C 2.884 -2.619 -2.159 -0.193 0.443 -0.625
H 3.301 -1.732 -1.702 0.182 -0.116 0.146
H 1.836 -2.824 -1.989 0.052 -0.238 0.169
C -5.079 -3.102 -1.293 0.077 -0.022 -0.044
C -4.541 -2.474 -2.545 0.134 -0.086 -0.019
C -5.397 -2.109 -3.580 0.078 0.066 -0.013
C -4.891 -1.575 -4.750 0.043 -0.058 0.083
Cl -5.986 -1.204 -6.058 -0.124 0.100 -0.111
C -3.534 -1.360 -4.917 -0.021 -0.028 0.031
C -2.679 -1.723 -3.892 0.138 0.094 0.117
C -3.166 -2.285 -2.717 -0.016 -0.178 0.020
O -2.315 -2.678 -1.717 -0.211 0.374 -0.149
C -1.416 -3.717 -2.097 0.426 -0.190 0.443
C -0.492 -4.114 -0.904 -0.038 -0.013 0.062
O -0.365 -5.330 -0.728 0.010 0.015 -0.036
O 0.084 -3.200 -0.225 -0.451 0.031 -0.666
H -5.775 -3.906 -1.542 0.003 0.015 0.067
H -5.603 -2.361 -0.695 -0.087 0.090 0.139
H -4.260 -3.495 -0.695 -0.061 -0.047 0.034
H -6.464 -2.259 -3.474 -0.006 -0.019 -0.017
H -3.150 -0.922 -5.828 -0.018 -0.006 0.010
H -1.616 -1.555 -3.983 0.157 0.060 -0.017
H -0.773 -3.413 -2.931 -0.057 0.117 0.001
H -2.000 -4.593 -2.392 0.110 -0.029 0.031
O 1.041 0.676 -5.685 -0.007 0.124 -0.228
C 0.936 1.919 -5.196 -0.002 0.019 0.037
C 0.912 2.998 -6.083 0.005 -0.028 -0.130
C 0.833 4.294 -5.610 0.039 -0.057 0.039
C 0.784 4.542 -4.242 -0.021 0.124 0.018
C 0.767 3.474 -3.361 0.030 0.036 -0.058
C 0.833 2.163 -3.816 -0.100 0.013 -0.005
C 0.712 1.021 -2.848 -0.018 -0.280 0.251
O 0.524 1.286 -1.639 0.042 -0.187 -0.471
O 0.783 -0.155 -3.326 -0.021 0.233 -0.006
H 1.007 0.080 -4.876 -0.070 -0.045 0.188
H 0.945 2.787 -7.145 0.036 -0.003 -0.009
H 0.807 5.119 -6.313 0.030 0.001 -0.006
H 0.744 5.559 -3.872 -0.031 -0.006 0.012
H 0.697 3.633 -2.292 -0.012 -0.047 0.018
```
Forces are in eV/Å.

## Properties
HOMO-LUMO gap (alpha / beta) (eV): 4.816 / 6.215
Energy above the lowest of the compared OMol25 structures with the same formula, charge and spin (kcal/mol): 7.9
E (Eh): -3507.2543
Charge: -2
Highest occupied orbital energy (alpha / beta) (Ha): -0.0353 / -0.0867
Multiplicity: 3